Record 1
Formula: C2H3Br2NO3
Source: the Open Molecules 2025 dataset
Level of theory: ωB97M-V with the def2-TZVPD basis set

- spin multiplicity = 3
- energy above the lowest of the compared OMol25 structures with the same formula, charge and spin (kcal per mole) = 0.0
- HOMO energy (alpha / beta) (eV) = -8.24 / -10.43
- electronic energy (hartree) = -5506.27282
- orbital gap (alpha / beta) (eV) = 8.595 / 7.983
- M (g mol⁻¹) = 248.9

Each line ends with the Löwdin charge.
Cartesian coordinates (Å):
C -0.932371 0.035916 0.311682  -0.20
C 1.089224 -0.275438 -1.342940  -1.09
N -0.236222 0.515845 1.365688  -0.44
O 0.142653 1.723129 1.307669  -0.04
O 0.095379 -0.285756 2.226707  0.03
O -1.588589 -1.072945 0.413272  0.16
Br 0.418261 0.444405 -3.016695  0.56
Br 2.282520 0.889914 -0.574141  0.74
H -1.325207 0.782680 -0.411880  0.16
H 1.241350 -1.350782 -1.501343  0.00
H -1.186997 -1.406968 1.221980  0.12

Atomic forces in eV per Å
-2.70 2.81 -1.58
0.12 0.15 -2.39
1.19 2.25 -0.69
-0.82 -1.20 0.31
0.09 -1.21 1.33
0.51 -0.37 -0.24
-0.10 -0.44 0.71
0.55 -0.50 0.25
0.78 -0.73 0.46
0.29 0.49 0.68
0.07 -1.26 1.17

---

Record 2
Formula: C8H14FO5S
Source: the Open Molecules 2025 dataset
Level of theory: ωB97M-V with the def2-TZVPD basis set

- charge = -1
- energy above the lowest of the compared OMol25 structures with the same formula, charge and spin (kcal per mole) = 0.0
- HOMO energy (eV) = -4.63
- electronic energy (hartree) = -1187.45346
- orbital gap (eV) = 7.492
- M (g mol⁻¹) = 241.3

Each line ends with the Löwdin charge.
Cartesian coordinates (Å):
F 2.862566 -0.238529 -1.565481  -0.83
C -0.238197 -1.501453 -2.271028  -0.02
C 0.242113 -2.771496 -1.551456  -0.29
C 0.257736 -2.482975 -0.041085  -0.04
O -0.607796 -3.527968 0.502521  0.12
C -1.191555 -4.135693 -0.432889  -0.70
O -1.988079 -4.990907 -0.318794  0.15
O -0.797623 -3.714413 -1.638668  0.09
H 0.500532 -0.697248 -2.252972  0.08
H -1.166054 -1.341519 -1.907960  0.05
H -0.281310 -1.625505 -3.266960  0.04
H 1.169614 -3.049506 -1.995215  0.14
H 0.258971 -1.365846 0.232456  0.14
H 1.306634 -2.704809 0.332081  0.14
C 1.130380 2.486947 1.527761  -0.26
C 0.871311 2.030862 0.151652  -0.20
C -0.583201 2.447941 -0.127910  -0.22
S -1.433253 2.416086 1.410161  0.66
O -2.343697 1.325229 1.224563  -0.33
O -1.785031 3.750813 1.896164  -0.36
C 0.011233 1.993781 2.418034  -0.22
H 1.333517 3.528340 1.818385  0.12
H 2.118919 1.996406 1.826816  0.14
H 1.014673 0.956615 0.087851  0.10
H 1.508295 2.478110 -0.515147  0.09
H -1.220766 1.873006 -0.727751  0.07
H -0.818856 3.466754 -0.520349  0.12
H -0.237611 0.928984 2.314131  0.10
H 0.106534 2.467995 3.391087  0.11

Atomic forces in eV per Å
-0.49 -0.06 0.20
3.45 -0.62 1.44
-1.20 3.11 0.25
4.07 -0.10 0.46
1.96 3.59 3.25
-0.62 -0.69 -3.05
-1.80 -1.90 0.62
0.14 -0.80 -1.27
0.05 0.17 1.11
-3.02 1.31 1.22
-0.55 -1.11 -3.74
0.68 -0.90 0.07
-1.63 -1.74 -0.13
-1.20 -0.10 -0.24
2.91 -1.23 2.62
-2.31 0.17 -0.09
-0.08 1.98 -0.31
1.22 2.10 1.15
-1.17 -0.38 1.02
-0.88 -0.68 -0.75
-0.79 -0.67 -1.18
-0.46 0.10 -1.01
-1.19 0.42 -0.08
0.01 -0.12 -0.22
1.61 0.80 -1.83
-0.28 -1.49 -1.02
1.09 -0.31 0.34
1.33 -0.33 1.05
-0.84 -0.48 0.12